(1)
{
  "formula": "C7H15N",
  "method": "ωB97M-V/def2-TZVPD",
  "e_above_lowest_kcal_mol": 122.3,
  "max_force_ha_per_bohr": 0.057,
  "gap_ev": [6.038, 6.115],
  "molar_mass_da": 113.20,
  "symbols": ["C", "C", "C", "C", "C", "H", "H", "H", "H", "H", "H", "H", "H", "H", "H", "C", "C", "N", "H", "H", "H", "H", "H"],
  "coordinates": [[-0.823, 1.171, -1.383], [-0.946, -1.352, -1.328], [-0.908, 1.093, 1.634], [-0.511, -0.091, -0.591], [-0.808, -0.131, 0.809], [-1.241, -1.033, 1.224], [-1.870, 1.464, -1.307], [-0.564, 1.073, -2.438], [-0.246, 2.014, -1.004], [-0.425, -2.216, -0.909], [-2.016, -1.535, -1.212], [-0.705, -1.311, -2.391], [-1.014, 0.878, 2.697], [-0.062, 1.754, 1.385], [-1.824, 1.644, 1.393], [1.693, -1.048, 1.201], [1.327, -0.222, -0.355], [2.070, 0.842, -0.444], [1.619, 1.751, -0.396], [1.545, -1.108, -0.952], [1.615, -0.416, 2.080], [1.340, -2.073, 1.305], [2.754, -1.147, 0.981]],
  "nbo_charge": [-0.616, -0.612, -0.705, -0.145, 0.138, 0.206, 0.213, 0.228, 0.214, 0.214, 0.209, 0.220, 0.232, 0.246, 0.249, -0.711, 0.136, -0.863, 0.346, 0.203, 0.198, 0.182, 0.217]
}

***

(2)
{
  "formula": "C4H38N3O12",
  "method": "ωB97M-V/def2-TZVPD",
  "e_above_lowest_kcal_mol": 106.2,
  "max_force_ha_per_bohr": 0.341,
  "total_charge": 1,
  "gap_ev": 9.498,
  "molar_mass_da": 320.36,
  "symbols": ["N", "C", "C", "N", "C", "C", "N", "H", "H", "H", "H", "H", "H", "H", "H", "H", "H", "H", "H", "H", "H", "H", "H", "O", "H", "H", "O", "H", "H", "O", "H", "H", "O", "H", "H", "O", "H", "H", "O", "H", "H", "O", "H", "H", "O", "H", "H", "O", "H", "H", "O", "H", "H", "O", "H", "H", "O"],
  "coordinates": [[0.468, 1.729, -3.161], [-0.569, 1.882, -2.114], [0.045, 1.628, -0.719], [1.065, 2.679, -0.351], [0.780, 3.370, 0.938], [1.389, 2.535, 2.224], [0.987, 1.097, 2.432], [-0.092, 1.431, -4.010], [1.175, 1.047, -2.956], [0.953, 2.709, -3.352], [-1.502, 1.182, -2.386], [-1.185, 2.773, -2.106], [0.487, 0.560, -0.727], [-0.864, 1.625, -0.092], [2.052, 2.166, -0.436], [1.036, 4.411, 0.797], [-0.329, 3.460, 1.217], [1.464, 3.110, 3.094], [2.426, 2.280, 1.881], [0.359, 0.686, 1.650], [0.662, 0.995, 3.328], [-1.151, -0.455, 3.742], [-1.590, -1.066, 2.561], [-1.170, -0.263, 2.837], [-1.499, -2.380, -1.403], [-0.434, -3.487, -1.331], [-0.808, -2.883, -1.912], [-0.185, -1.490, -3.488], [1.314, -0.986, -4.089], [0.399, -0.861, -4.184], [3.966, -0.313, 0.871], [2.684, -0.041, 1.591], [3.203, -0.182, 0.704], [3.131, -3.533, -0.287], [2.485, -2.367, 0.306], [2.445, -2.925, -0.427], [-3.794, -0.038, 1.568], [-2.399, 0.344, 1.745], [-3.052, 0.285, 1.109], [-0.061, -4.559, 0.262], [0.610, -3.396, 0.793], [-0.260, -3.744, 0.577], [2.470, -0.568, -1.516], [3.099, -0.532, -2.895], [2.276, -0.240, -2.462], [-4.614, -0.549, -1.268], [-3.234, -0.486, -0.607], [-3.874, -1.019, -1.082], [-2.882, 1.853, 0.184], [-3.533, 3.017, -0.461], [-3.027, 2.353, -0.657], [-3.095, -2.328, 1.424], [-1.649, -2.949, 1.763], [-2.429, -2.612, 2.147], [1.753, -0.961, 2.787], [2.068, -2.219, 3.395], [2.031, -1.773, 2.553]],
  "nbo_charge": [-0.717, -0.265, -0.266, -0.684, -0.232, -0.238, -0.907, 0.471, 0.475, 0.440, 0.241, 0.260, 0.192, 0.220, 0.394, 0.224, 0.196, 0.208, 0.178, 0.402, 0.369, 0.481, 0.498, -0.984, 0.481, 0.482, -0.964, 0.533, 0.477, -1.014, 0.436, 0.503, -0.952, 0.473, 0.487, -0.957, 0.490, 0.495, -0.973, 0.475, 0.498, -0.958, 0.531, 0.494, -0.993, 0.473, 0.486, -0.968, 0.490, 0.461, -0.963, 0.498, 0.502, -0.975, 0.468, 0.480, -0.951]
}

***

(3)
{
  "formula": "C14H36ClHfN7O16",
  "method": "ωB97M-V/def2-TZVPD",
  "max_force_ha_per_bohr": 0.114,
  "total_charge": 4,
  "gap_ev": 1.723,
  "molar_mass_da": 772.42,
  "symbols": ["C", "C", "C", "N", "C", "C", "C", "C", "C", "H", "H", "H", "H", "H", "H", "H", "H", "H", "H", "H", "H", "H", "H", "H", "H", "H", "H", "Hf", "Cl", "O", "O", "O", "O", "C", "N", "O", "O", "H", "H", "H", "C", "N", "O", "O", "H", "H", "H", "C", "N", "O", "O", "H", "H", "H", "C", "N", "O", "O", "H", "H", "H", "C", "N", "O", "O", "H", "H", "H", "C", "N", "O", "O", "H", "H", "H"],
  "coordinates": [[-4.734, -2.260, 1.516], [-3.772, -1.216, 0.882], [-4.385, -0.562, -0.328], [-3.457, 0.432, -1.061], [-2.210, -0.280, -1.470], [-3.131, 1.672, -0.200], [-4.086, 2.720, -0.686], [-4.141, 2.488, -2.187], [-4.254, 0.973, -2.263], [-5.661, -1.726, 1.741], [-4.359, -2.713, 2.426], [-5.036, -2.967, 0.744], [-2.900, -1.811, 0.601], [-3.480, -0.469, 1.624], [-5.256, 0.062, -0.140], [-4.587, -1.366, -1.037], [-1.661, -0.472, -0.552], [-1.667, 0.415, -2.108], [-2.489, -1.172, -2.022], [-2.106, 1.899, -0.500], [-3.066, 1.479, 0.868], [-3.658, 3.692, -0.424], [-5.043, 2.713, -0.165], [-3.388, 2.975, -2.808], [-5.026, 2.990, -2.588], [-3.909, 0.550, -3.207], [-5.298, 0.665, -2.235], [3.050, 0.312, 4.591], [1.180, -0.466, 1.223], [2.232, -0.525, 0.219], [0.437, 0.762, 1.195], [0.279, -1.551, 1.092], [1.678, -0.513, 2.621], [2.900, -4.530, 0.264], [4.199, -5.143, 0.629], [5.176, -4.454, 0.370], [4.217, -6.257, 1.072], [2.880, -3.448, 0.386], [2.183, -4.868, 1.019], [2.637, -4.897, -0.724], [4.204, 3.678, 2.395], [2.866, 3.042, 2.387], [2.096, 3.438, 1.583], [2.630, 2.066, 3.138], [4.219, 4.354, 1.546], [5.005, 2.948, 2.293], [4.281, 4.244, 3.325], [4.481, 1.240, -1.625], [5.080, 1.041, -2.964], [5.905, 0.207, -3.193], [4.728, 1.856, -3.815], [3.407, 1.273, -1.783], [4.758, 2.248, -1.321], [4.792, 0.507, -0.888], [1.647, -1.865, -2.900], [0.520, -1.795, -3.860], [0.667, -2.372, -4.902], [-0.495, -1.210, -3.560], [2.179, -0.919, -2.935], [2.280, -2.671, -3.272], [1.254, -2.143, -1.926], [-0.783, -2.600, 4.921], [0.010, -1.637, 5.726], [1.008, -1.110, 5.185], [-0.299, -1.450, 6.846], [-0.107, -3.356, 4.533], [-1.077, -2.001, 4.054], [-1.645, -2.870, 5.518], [0.484, 2.850, -1.486], [1.376, 3.741, -2.287], [2.571, 3.483, -2.392], [0.906, 4.793, -2.620], [0.856, 1.825, -1.475], [-0.404, 2.738, -2.109], [0.312, 3.292, -0.513]],
  "mulliken_charge": [-1.426, 0.041, -0.925, 0.283, -1.438, -0.113, -0.709, -0.636, -0.455, 0.374, 0.357, 0.367, 0.224, 0.197, 0.545, 0.464, 0.313, 0.683, 0.363, -0.126, 0.362, 0.433, 0.346, 0.314, 0.374, 0.360, 0.423, 1.735, 1.508, -0.517, -0.693, -0.558, 0.019, -0.466, 0.909, -0.383, -0.386, 0.025, 0.325, 0.350, -0.906, 0.769, -0.226, -0.507, 0.343, 0.407, 0.349, -0.433, 0.967, -0.392, -0.318, -0.099, 0.423, 0.314, -0.632, 0.974, -0.416, -0.531, 0.276, 0.361, 0.159, -0.558, 0.717, -0.596, -0.344, 0.302, 0.185, 0.341, -0.542, 0.912, -0.471, -0.412, 0.139, 0.311, 0.273]
}

***

(4)
{
  "formula": "C3H6ClIO2S",
  "method": "ωB97M-V/def2-TZVPD",
  "e_above_lowest_kcal_mol": 34.4,
  "max_force_ha_per_bohr": 0.072,
  "gap_ev": 9.608,
  "molar_mass_da": 268.50,
  "symbols": ["C", "C", "C", "O", "O", "S", "Cl", "I", "H", "H", "H", "H", "H", "H"],
  "coordinates": [[-1.285, 0.275, 0.626], [1.255, -0.038, -0.626], [0.659, 0.832, 0.425], [-0.513, 3.023, 1.107], [1.391, 3.371, -0.348], [0.338, 2.528, 0.035], [-0.742, 2.286, -1.603], [1.608, 0.833, 2.356], [-1.252, -0.479, 1.407], [-1.746, 1.297, 0.700], [-1.415, -0.343, -0.286], [0.980, 0.394, -1.639], [2.385, -0.275, -0.604], [0.938, -1.135, -0.448]],
  "nbo_charge": [-0.502, -0.731, -0.454, -0.921, -0.895, 2.077, -0.200, 0.216, 0.215, 0.255, 0.203, 0.252, 0.248, 0.239]
}

***

(5)
{
  "formula": "C2H6N5S",
  "method": "ωB97M-V/def2-TZVPD",
  "e_above_lowest_kcal_mol": 51.6,
  "max_force_ha_per_bohr": 0.095,
  "total_charge": 1,
  "gap_ev": 9.381,
  "molar_mass_da": 132.17,
  "symbols": ["C", "C", "N", "N", "N", "N", "N", "S", "H", "H", "H", "H", "H", "H"],
  "coordinates": [[-0.447, -0.005, 1.167], [0.671, 0.075, -0.986], [-1.289, -2.869, 0.885], [-0.046, 0.695, 0.083], [0.714, -1.193, -0.938], [-1.145, 0.524, 2.132], [1.032, 0.859, -1.944], [-0.067, -2.159, 1.038], [-0.152, 1.743, 0.058], [0.962, -1.641, -1.819], [-1.363, 0.283, 3.086], [-0.936, 1.538, 2.114], [0.513, 1.685, -2.042], [1.552, 0.464, -2.832]],
  "nbo_charge": [0.335, 0.619, -0.664, -0.608, -0.769, -0.722, -0.771, 1.093, 0.400, 0.396, 0.455, 0.382, 0.406, 0.449]
}